(1)
Entry from the OMol25 dataset: a structure of composition C31H42BrIrN5O4PS2 (wB97M-V/def2-TZVPD).

Its HOMO-LUMO gap (alpha / beta) is 7.9 / 5.3 eV. The charge is +3. The calculation puts the energy above the lowest of the compared OMol25 structures with the same formula, charge and spin at 26.1 kJ/mol. The spin multiplicity is 2. The calculation puts the total energy at -5596.43975 a.u. The max |F| is 0.2 eV Å⁻¹.

CARTESIAN COORDINATES (ANGSTROEM)
Ir 0.119 -0.986 0.510
O -1.332 3.089 1.845
C -2.623 2.954 1.541
C -3.547 3.968 1.778
C -4.867 3.791 1.431
C -5.313 2.602 0.827
C -4.420 1.603 0.575
C -3.049 1.740 0.929
C -2.136 0.677 0.642
O -0.923 0.657 1.038
N -2.621 -0.343 -0.128
N -1.686 -1.235 -0.445
C -2.169 -2.205 -1.237
S -3.737 -2.101 -1.893
C -3.740 -3.793 -2.561
C -2.324 -4.162 -2.954
S -1.237 -3.602 -1.604
H -1.151 3.974 2.191
H -3.218 4.894 2.236
H -5.574 4.588 1.624
H -6.355 2.487 0.566
H -4.746 0.685 0.110
H -4.404 -3.799 -3.425
H -4.145 -4.456 -1.798
H -1.997 -3.662 -3.865
H -2.192 -5.237 -3.058
C 3.527 -0.853 3.868
O 3.233 -1.985 2.988
C 2.320 -1.843 2.094
O 1.659 -0.799 1.907
N 2.108 -2.934 1.331
N 1.236 -2.778 0.232
H 4.290 -1.224 4.541
H 2.627 -0.577 4.411
H 3.900 -0.026 3.270
H 2.718 -3.739 1.381
H 0.615 -3.586 0.216
H 1.769 -2.779 -0.639
Br -2.972 -3.703 5.889
C -2.144 -2.992 4.387
C -2.100 -3.710 3.195
C -1.470 -3.148 2.108
N -0.886 -1.939 2.145
C -0.942 -1.244 3.296
C -1.556 -1.732 4.429
H -2.552 -4.689 3.116
H -1.442 -3.682 1.166
H -0.482 -0.265 3.291
H -1.577 -1.137 5.331
C 3.241 -0.990 -2.495
C 3.089 0.119 -1.445
C 3.803 -0.344 -0.170
C 3.814 1.395 -1.903
P 1.275 0.499 -1.094
C 1.371 2.125 -0.265
C 1.221 3.318 -0.976
C 1.431 4.545 -0.366
C 1.808 4.608 0.967
C 1.958 3.431 1.687
C 1.734 2.205 1.080
C 0.366 0.699 -2.745
C -0.985 1.388 -2.488
C 1.105 1.462 -3.861
C 0.088 -0.696 -3.328
H 4.280 -1.323 -2.504
H 3.004 -0.657 -3.502
H 2.618 -1.867 -2.283
H 4.877 -0.332 -0.366
H 3.552 -1.375 0.084
H 3.616 0.313 0.679
H 4.809 1.107 -2.249
H 3.938 2.093 -1.076
H 3.324 1.920 -2.716
H 0.950 3.316 -2.017
H 1.317 5.453 -0.944
H 1.996 5.564 1.437
H 2.256 3.467 2.727
H 1.854 1.314 1.674
H -0.897 2.339 -1.969
H -1.670 0.755 -1.931
H -1.455 1.579 -3.454
H 1.292 2.512 -3.658
H 0.459 1.423 -4.741
H 2.044 0.994 -4.143
H -0.227 -1.405 -2.572
H 0.957 -1.113 -3.832
H -0.705 -0.605 -4.073

Which charges does Löwdin predict for the atoms? In e, they are: atom 1 (Ir): 1.281, atom 2 (O): 0.115, atom 3 (C): -0.216, atom 4 (C): 0.022, atom 5 (C): 0.007, atom 6 (C): -0.032, atom 7 (C): 0.004, atom 8 (C): -0.047, atom 9 (C): -0.361, atom 10 (O): -0.150, atom 11 (N): 0.077, atom 12 (N): -0.244, atom 13 (C): -0.894, atom 14 (S): 1.094, atom 15 (C): -0.438, atom 16 (C): -0.421, atom 17 (S): 1.002, atom 18 (H): 0.140, atom 19 (H): 0.136, atom 20 (H): 0.134, atom 21 (H): 0.125, atom 22 (H): 0.113, atom 23 (H): 0.107, atom 24 (H): 0.099, atom 25 (H): 0.099, atom 26 (H): 0.105, atom 27 (C): 0.062, atom 28 (O): 0.063, atom 29 (C): -0.577, atom 30 (O): -0.116, atom 31 (N): 0.089, atom 32 (N): -0.044, atom 33 (H): 0.117, atom 34 (H): 0.107, atom 35 (H): 0.104, atom 36 (H): 0.194, atom 37 (H): 0.061, atom 38 (H): 0.100, atom 39 (Br): 0.917, atom 40 (C): -0.669, atom 41 (C): -0.061, atom 42 (C): -0.110, atom 43 (N): -0.083, atom 44 (C): -0.095, atom 45 (C): -0.054, atom 46 (H): 0.124, atom 47 (H): 0.075, atom 48 (H): 0.121, atom 49 (H): 0.126, atom 50 (C): -0.069, atom 51 (C): -0.641, atom 52 (C): -0.075, atom 53 (C): -0.053, atom 54 (P): 1.117, atom 55 (C): -0.347, atom 56 (C): -0.083, atom 57 (C): -0.037, atom 58 (C): -0.049, atom 59 (C): -0.059, atom 60 (C): -0.113, atom 61 (C): -0.626, atom 62 (C): -0.062, atom 63 (C): -0.061, atom 64 (C): -0.099, atom 65 (H): 0.107, atom 66 (H): 0.074, atom 67 (H): 0.065, atom 68 (H): 0.113, atom 69 (H): 0.063, atom 70 (H): 0.072, atom 71 (H): 0.109, atom 72 (H): 0.095, atom 73 (H): 0.070, atom 74 (H): 0.081, atom 75 (H): 0.123, atom 76 (H): 0.122, atom 77 (H): 0.118, atom 78 (H): 0.071, atom 79 (H): 0.077, atom 80 (H): 0.052, atom 81 (H): 0.108, atom 82 (H): 0.077, atom 83 (H): 0.107, atom 84 (H): 0.072, atom 85 (H): -0.006, atom 86 (H): 0.078, atom 87 (H): 0.106



(2)
Entry from the OMol25 dataset: a structure of composition C31H42BrN2O9P2Re at a distorted geometry (wB97M-V/def2-TZVPD).

Its HOMO-LUMO gap (alpha / beta) is 7.3 / 6.5 eV. The charge is +1. The calculation puts the energy above the lowest of the compared OMol25 structures with the same formula, charge and spin at 166.0 kJ/mol. The spin multiplicity is 4. The calculation puts the total energy at -5328.24231 a.u. The max |F| is 1.7 eV Å⁻¹.

CARTESIAN COORDINATES (ANGSTROEM)
Re 1.085 0.625 0.147
C 0.618 1.111 2.200
C 0.119 2.258 1.464
C -1.051 1.795 0.762
C -1.276 0.435 1.188
C -0.302 0.023 2.092
C -0.236 -1.251 2.898
C -1.032 -2.369 2.228
C -0.879 -0.915 4.257
C 1.211 -1.700 3.127
C -2.073 2.465 -0.168
C -2.603 3.777 0.431
C -3.301 1.550 -0.334
C -1.538 2.724 -1.584
C 0.702 3.642 1.774
C 2.031 3.526 2.542
C 0.972 4.494 0.535
C -0.267 4.337 2.752
H 1.424 1.164 2.914
H -2.073 -0.187 0.822
H -2.084 -2.108 2.102
H -0.992 -3.271 2.838
H -0.612 -2.633 1.251
H -1.917 -0.603 4.135
H -0.334 -0.118 4.764
H -0.860 -1.797 4.897
H 1.703 -1.949 2.191
H 1.213 -2.586 3.763
H 1.798 -0.936 3.636
H -3.007 3.625 1.432
H -3.415 4.138 -0.200
H -1.854 4.559 0.466
H -3.752 1.291 0.624
H -3.059 0.634 -0.876
H -4.053 2.080 -0.917
H -0.639 3.337 -1.595
H -2.307 3.248 -2.152
H -1.340 1.788 -2.105
H 2.771 2.932 2.015
H 1.883 3.115 3.541
H 2.436 4.529 2.671
H 1.823 4.091 -0.018
H 1.231 5.509 0.839
H 0.123 4.563 -0.133
H -0.474 3.689 3.604
H -1.214 4.621 2.302
H 0.210 5.241 3.132
O 4.124 -2.416 -0.196
P 3.073 -1.602 -1.017
O 2.546 -2.263 -2.205
O 1.991 -1.136 0.003
O 3.802 -0.187 -1.351
P 4.178 0.763 -0.111
O 5.059 1.886 -0.765
O 4.777 0.009 0.994
O 2.847 1.513 0.186
H 4.528 -1.870 0.518
H 5.984 1.873 -0.465
C 2.001 2.085 -2.694
O 1.105 1.107 -2.113
C 0.569 0.194 -3.020
C 0.797 0.219 -4.385
C 0.260 -0.799 -5.164
Br 0.566 -0.771 -7.024
C -0.444 -1.845 -4.607
C -0.671 -1.863 -3.238
C -0.209 -0.814 -2.466
O -0.497 -0.713 -1.124
C -1.246 -3.008 -2.524
N -2.429 -3.516 -2.629
C -2.478 -4.527 -1.678
C -3.518 -5.398 -1.365
C -3.288 -6.328 -0.371
C -2.059 -6.396 0.301
C -1.020 -5.531 0.009
C -1.255 -4.596 -0.988
N -0.476 -3.568 -1.511
H 2.840 1.575 -3.163
H 2.346 2.705 -1.875
H 1.445 2.684 -3.412
H 1.395 0.984 -4.854
H -0.802 -2.659 -5.221
H -0.667 -1.604 -0.764
H -4.461 -5.345 -1.890
H -4.069 -7.027 -0.104
H -1.921 -7.151 1.063
H -0.071 -5.588 0.527
H 0.537 -3.570 -1.565

Which charges does Löwdin predict for the atoms? In e, they are: atom 1 (Re): 1.810, atom 2 (C): -0.150, atom 3 (C): -0.199, atom 4 (C): -0.110, atom 5 (C): -0.020, atom 6 (C): -0.220, atom 7 (C): -0.541, atom 8 (C): -0.027, atom 9 (C): -0.017, atom 10 (C): -0.025, atom 11 (C): -0.503, atom 12 (C): -0.034, atom 13 (C): -0.047, atom 14 (C): -0.019, atom 15 (C): -0.516, atom 16 (C): -0.050, atom 17 (C): -0.023, atom 18 (C): -0.019, atom 19 (H): 0.129, atom 20 (H): 0.114, atom 21 (H): 0.095, atom 22 (H): 0.100, atom 23 (H): 0.071, atom 24 (H): 0.095, atom 25 (H): 0.093, atom 26 (H): 0.098, atom 27 (H): 0.067, atom 28 (H): 0.100, atom 29 (H): 0.090, atom 30 (H): 0.100, atom 31 (H): 0.097, atom 32 (H): 0.064, atom 33 (H): 0.099, atom 34 (H): 0.087, atom 35 (H): 0.099, atom 36 (H): 0.071, atom 37 (H): 0.104, atom 38 (H): 0.074, atom 39 (H): 0.069, atom 40 (H): 0.092, atom 41 (H): 0.100, atom 42 (H): 0.077, atom 43 (H): 0.101, atom 44 (H): 0.056, atom 45 (H): 0.099, atom 46 (H): 0.057, atom 47 (H): 0.098, atom 48 (O): -0.069, atom 49 (P): 0.251, atom 50 (O): -0.199, atom 51 (O): -0.411, atom 52 (O): -0.232, atom 53 (P): 0.245, atom 54 (O): -0.058, atom 55 (O): -0.226, atom 56 (O): -0.397, atom 57 (H): 0.077, atom 58 (H): 0.120, atom 59 (C): -0.016, atom 60 (O): -0.235, atom 61 (C): -0.206, atom 62 (C): -0.035, atom 63 (C): -0.656, atom 64 (Br): 0.805, atom 65 (C): -0.033, atom 66 (C): -0.071, atom 67 (C): -0.200, atom 68 (O): -0.043, atom 69 (C): -0.283, atom 70 (N): 0.205, atom 71 (C): -0.218, atom 72 (C): -0.006, atom 73 (C): -0.081, atom 74 (C): -0.081, atom 75 (C): -0.026, atom 76 (C): -0.196, atom 77 (N): 0.155, atom 78 (H): 0.113, atom 79 (H): 0.077, atom 80 (H): 0.114, atom 81 (H): 0.108, atom 82 (H): 0.127, atom 83 (H): 0.102, atom 84 (H): 0.116, atom 85 (H): 0.106, atom 86 (H): 0.106, atom 87 (H): 0.113, atom 88 (H): 0.152



(3)
Entry from the OMol25 dataset: a structure of composition C31H42CrN5O3S at a distorted geometry (wB97M-V/def2-TZVPD).

Its HOMO-LUMO gap (alpha / beta) is 6.5 / 6.9 eV. The charge is 0. The calculation puts the energy above the lowest of the compared OMol25 structures with the same formula, charge and spin at 24.0 kJ/mol. The spin multiplicity is 2. The calculation puts the total energy at -3148.67755 a.u. The max |F| is 1.7 eV Å⁻¹.

CARTESIAN COORDINATES (ANGSTROEM)
Cr 0.335 0.447 0.538
N -1.224 0.355 -1.262
C -1.509 1.360 -2.289
C -0.291 1.709 -3.125
N 0.874 2.034 -2.325
C 0.935 3.375 -1.765
C 0.152 3.546 -0.477
N 0.538 2.583 0.561
H -2.005 0.286 -0.613
H -1.131 -0.556 -1.697
H -2.303 1.032 -2.964
H -1.891 2.243 -1.781
H -0.023 0.844 -3.740
H -0.573 2.517 -3.814
H 1.715 1.858 -2.854
H 1.993 3.574 -1.558
H 0.594 4.143 -2.473
H 0.305 4.567 -0.124
H -0.918 3.436 -0.629
H 1.485 2.769 0.870
H -0.074 2.711 1.364
C 3.947 1.630 1.670
C 4.012 1.668 0.161
C 4.940 2.498 -0.467
C 5.139 2.464 -1.839
C 4.422 1.553 -2.600
C 3.484 0.713 -2.009
C 2.739 -0.281 -2.864
C 3.252 0.812 -0.632
N 2.225 -0.022 -0.057
C 2.491 -1.266 0.180
C 3.870 -1.840 0.187
C 1.345 -2.128 0.429
C 1.524 -3.600 0.616
N 0.195 -1.544 0.425
C -1.017 -2.324 0.284
C -1.335 -2.827 -0.983
C -0.404 -2.676 -2.163
C -2.542 -3.499 -1.154
C -3.403 -3.688 -0.088
C -3.043 -3.227 1.171
C -1.847 -2.550 1.386
C -1.440 -2.163 2.782
H 4.746 2.242 2.088
H 4.059 0.611 2.043
H 2.999 1.972 2.080
H 5.530 3.168 0.147
H 5.862 3.124 -2.307
H 4.586 1.486 -3.671
H 2.660 0.075 -3.893
H 1.739 -0.457 -2.481
H 3.261 -1.244 -2.897
H 4.620 -1.098 -0.075
H 3.957 -2.680 -0.507
H 4.098 -2.222 1.186
H 2.145 -3.790 1.496
H 2.029 -4.056 -0.240
H 0.567 -4.097 0.758
H 0.205 -1.780 -2.088
H -0.966 -2.637 -3.097
H 0.285 -3.523 -2.237
H -2.798 -3.875 -2.140
H -4.345 -4.207 -0.231
H -3.697 -3.398 2.019
H -2.239 -2.400 3.487
H -1.210 -1.105 2.856
H -0.538 -2.700 3.090
S 0.972 0.367 2.613
O -4.209 0.441 0.217
C -4.457 0.462 1.571
C -5.627 -0.063 2.102
C -5.838 -0.031 3.475
C -4.886 0.533 4.314
C -3.728 1.073 3.766
C -3.499 1.038 2.397
C -2.223 1.599 1.823
O -1.910 2.767 2.005
O -1.584 0.699 1.164
H -4.961 0.031 -0.224
H -6.372 -0.498 1.442
H -6.751 -0.446 3.885
H -5.045 0.557 5.384
H -2.976 1.529 4.402

Which charges does Löwdin predict for the atoms? In e, they are: atom 1 (Cr): 0.420, atom 2 (N): 0.027, atom 3 (C): -0.212, atom 4 (C): -0.207, atom 5 (N): -0.059, atom 6 (C): -0.193, atom 7 (C): -0.202, atom 8 (N): -0.036, atom 9 (H): 0.062, atom 10 (H): 0.047, atom 11 (H): 0.117, atom 12 (H): 0.105, atom 13 (H): 0.113, atom 14 (H): 0.117, atom 15 (H): 0.071, atom 16 (H): 0.118, atom 17 (H): 0.118, atom 18 (H): 0.123, atom 19 (H): 0.099, atom 20 (H): 0.068, atom 21 (H): 0.037, atom 22 (C): -0.051, atom 23 (C): -0.207, atom 24 (C): -0.046, atom 25 (C): -0.076, atom 26 (C): -0.053, atom 27 (C): -0.239, atom 28 (C): -0.038, atom 29 (C): -0.199, atom 30 (N): 0.000, atom 31 (C): -0.309, atom 32 (C): 0.003, atom 33 (C): -0.302, atom 34 (C): 0.004, atom 35 (N): -0.004, atom 36 (C): -0.185, atom 37 (C): -0.222, atom 38 (C): -0.034, atom 39 (C): -0.051, atom 40 (C): -0.077, atom 41 (C): -0.038, atom 42 (C): -0.190, atom 43 (C): -0.032, atom 44 (H): 0.080, atom 45 (H): 0.075, atom 46 (H): 0.014, atom 47 (H): 0.109, atom 48 (H): 0.103, atom 49 (H): 0.113, atom 50 (H): 0.087, atom 51 (H): 0.047, atom 52 (H): 0.093, atom 53 (H): 0.087, atom 54 (H): 0.088, atom 55 (H): 0.098, atom 56 (H): 0.097, atom 57 (H): 0.088, atom 58 (H): 0.088, atom 59 (H): 0.043, atom 60 (H): 0.088, atom 61 (H): 0.091, atom 62 (H): 0.110, atom 63 (H): 0.102, atom 64 (H): 0.112, atom 65 (H): 0.083, atom 66 (H): 0.011, atom 67 (H): 0.086, atom 68 (S): 0.308, atom 69 (O): 0.053, atom 70 (C): -0.254, atom 71 (C): -0.030, atom 72 (C): -0.093, atom 73 (C): -0.090, atom 74 (C): -0.011, atom 75 (C): -0.069, atom 76 (C): -0.576, atom 77 (O): 0.054, atom 78 (O): -0.211, atom 79 (H): 0.107, atom 80 (H): 0.111, atom 81 (H): 0.100, atom 82 (H): 0.098, atom 83 (H): 0.127